# 1
{
  "formula": "C26H26F6N2OPPdS2Se",
  "method": "wB97M-V/def2-TZVPD",
  "homo_ev": [-8.61, -8.55],
  "relative_energy_kcal_mol": 23.9,
  "multiplicity": 2,
  "charge": 0,
  "e_lumo_ev": [-1.45, -2.68],
  "s_squared": 0.7613,
  "e_tot_ha": -5457.52843,
  "symbols": ["H", "C", "C", "C", "C", "C", "H", "C", "C", "H", "C", "H", "H", "C", "S", "H", "P", "H", "O", "H", "C", "F", "H", "H", "C", "C", "F", "C", "Pd", "C", "H", "C", "C", "H", "Se", "H", "H", "C", "H", "C", "F", "H", "C", "S", "H", "C", "N", "C", "H", "C", "C", "F", "H", "H", "C", "N", "H", "H", "C", "H", "H", "C", "H", "H", "F", "F"],
  "positions_angstrom": [[3.43007, 2.08418, -3.26307], [-7.01149, -2.44322, -1.76070], [6.86837, -0.23873, -0.61330], [2.62024, -2.73224, 0.18283], [-4.63856, 0.35353, -0.89275], [2.66176, -0.67832, -1.36424], [5.25499, 1.33038, -2.14436], [-0.40947, -1.31104, 5.84274], [-0.12151, 0.70877, 1.18814], [-6.75971, 0.10787, -0.69506], [-1.56799, -1.02472, 3.75088], [1.93297, 1.94977, -2.34621], [2.20200, 0.90041, -3.71552], [-1.10450, 2.87876, 0.98597], [-0.30403, -1.06671, 1.30886], [5.16895, -2.08148, 0.41503], [-1.00902, 2.71351, -3.07356], [7.09394, -0.12057, 0.44806], [-1.70403, -1.34737, 0.84034], [-7.91870, -1.84754, -1.66952], [0.16014, 3.43848, 0.97609], [-1.13041, 1.15980, -3.59636], [-6.99004, -2.94238, -2.72782], [1.70154, -1.68412, 5.72012], [4.70803, 0.52152, -1.67209], [3.35001, 0.39489, -1.94956], [0.03250, 2.18856, -1.91384], [-3.55038, -1.39309, -1.83576], [-1.23988, -0.01276, -1.29286], [0.79055, -1.48967, 5.16882], [3.04719, -3.67526, -0.16551], [-1.25716, 1.49906, 1.09334], [0.81907, -1.42998, 3.78123], [-1.97793, 3.51032, 0.89235], [0.90861, -1.14707, -1.95544], [1.55187, -2.76312, -0.00657], [-4.58558, 1.35212, -0.47608], [3.30706, -1.56639, -0.48991], [-7.02427, -3.21753, -0.99057], [2.69475, 1.38441, -2.86867], [-0.86057, 4.20637, -2.50166], [-2.52177, -0.96327, 5.66620], [1.29140, 2.63118, 1.07980], [-1.96172, -1.89693, -2.31899], [-2.47435, -0.87399, 3.17675], [-1.58594, -1.08653, 5.13602], [-3.49834, -0.19359, -1.29954], [-5.82796, -0.32819, -1.02558], [2.76821, -2.68645, 1.26347], [5.38464, -0.36203, -0.84251], [4.66094, -1.38228, -0.24384], [-2.21569, 2.42688, -2.00270], [7.28088, 0.61545, -1.14839], [1.74674, -1.57848, 3.23891], [1.15718, 1.26029, 1.18559], [-4.62820, -2.13962, -2.01099], [-0.43037, -1.34963, 6.92435], [2.27859, 3.07596, 1.07462], [-0.35969, -1.18590, 3.09182], [-2.23794, 1.04129, 1.12529], [0.27126, 4.50860, 0.86071], [-5.78101, -1.60335, -1.59612], [2.03010, 0.61908, 1.25247], [7.38427, -1.13639, -0.95859], [0.21114, 2.93965, -4.08639], [-2.08174, 3.17883, -4.15624]],
  "lowdin_spin": [0.001, 0.000, 0.002, 0.025, 0.000, 0.058, 0.000, 0.000, 0.000, 0.000, 0.000, 0.002, 0.009, 0.000, 0.014, 0.000, 0.000, 0.000, 0.000, 0.000, 0.000, 0.002, 0.000, 0.000, -0.001, 0.020, 0.001, -0.001, 0.084, 0.000, 0.000, 0.000, 0.000, 0.000, 0.718, 0.018, 0.000, 0.017, 0.000, 0.018, 0.000, 0.000, 0.000, -0.009, 0.000, 0.000, 0.002, 0.001, 0.003, 0.009, 0.000, 0.002, 0.000, 0.000, 0.000, 0.001, 0.000, 0.000, 0.002, 0.000, 0.000, 0.000, 0.000, 0.001, 0.000, 0.000]
}

# 2
{
  "formula": "C26H26FN5O3V",
  "method": "wB97M-V/def2-TZVPD",
  "homo_ev": [-16.23, -16.24],
  "relative_energy_kcal_mol": 13.7,
  "multiplicity": 3,
  "charge": 3,
  "e_lumo_ev": [-8.49, -8.23],
  "s_squared": 2.0108,
  "e_tot_ha": -2548.92510,
  "symbols": ["H", "O", "C", "H", "H", "H", "C", "H", "H", "C", "H", "C", "N", "O", "H", "H", "C", "C", "H", "H", "H", "C", "H", "H", "C", "C", "H", "O", "H", "H", "C", "C", "N", "C", "C", "C", "C", "C", "C", "C", "H", "C", "H", "N", "H", "C", "N", "C", "H", "H", "C", "V", "N", "H", "H", "F", "C", "H", "H", "C", "C", "C"],
  "positions_angstrom": [[3.42943, -5.54710, 0.37333], [-3.55263, 1.61066, -1.45279], [0.05974, -0.45506, -0.41229], [6.20412, -3.80146, -1.30795], [-1.11848, -4.31273, -1.71332], [5.03181, -4.34487, 1.32874], [-1.12661, 0.32307, -0.47879], [2.56324, -4.37717, -1.55333], [5.27576, -1.58680, -1.06827], [5.93727, -3.45341, -0.31357], [-3.66793, 2.88480, 2.24060], [-2.64808, 6.60964, -1.78979], [-1.25090, -2.46308, -0.67131], [-4.64682, 0.01057, -0.26547], [-2.73684, 4.80774, 3.99770], [-2.94510, -5.43058, -0.42052], [-2.68054, 5.33090, 3.05017], [-2.60710, 7.42998, 1.85575], [1.43151, 1.21270, -0.19055], [-0.74031, -4.17955, 1.37591], [-2.63649, 8.43867, -0.69467], [4.13635, -5.19023, -0.37141], [4.49306, -6.03440, -0.95738], [-2.67535, 7.07175, -2.76556], [-2.68237, 4.64049, 1.87865], [-0.00257, -1.84943, -0.54414], [-3.28103, -2.26455, -0.87433], [-1.07547, 1.62645, -0.27872], [-2.59404, 8.51231, 1.84673], [4.13776, -4.01098, -2.18585], [-2.45929, -4.58675, 0.04689], [1.16529, -2.62099, -0.56792], [-2.79859, 3.17356, 1.79246], [-2.62818, 7.35621, -0.64051], [-2.62375, 5.22079, -1.68831], [1.33017, 0.13953, -0.27626], [4.94231, -2.29927, -0.31367], [-2.33350, -0.34468, -0.72077], [-2.62889, 6.74669, 3.03562], [3.56652, -4.09111, -1.25750], [6.84842, -3.17523, 0.21026], [-2.62069, 5.32763, 0.65313], [-2.05527, 2.72693, 2.32529], [3.57793, -2.81070, -0.55964], [1.06370, -3.68998, -0.65638], [-1.03663, -4.72355, 0.48895], [5.32969, -4.63498, 0.39664], [2.42365, -2.04072, -0.47531], [-0.54120, -5.67273, 0.33794], [-2.62149, 4.60152, -2.57709], [-2.61230, 6.72594, 0.62418], [-2.69459, 2.61522, -0.30264], [-2.60697, 4.58984, -0.51411], [-2.62762, 7.28258, 3.97434], [6.02771, -5.36695, 0.53578], [3.62754, 0.01136, -0.23567], [-3.63975, 0.37294, -0.77717], [4.97231, -1.80140, 0.65171], [-3.10738, -3.97033, 0.65502], [-2.34982, -1.72550, -0.75905], [2.44898, -0.61899, -0.30886], [-1.36969, -3.92526, -0.73491]],
  "lowdin_spin": [0.000, 0.004, 0.001, 0.000, 0.000, 0.000, 0.006, 0.000, 0.000, 0.000, 0.002, -0.001, 0.003, 0.010, 0.000, 0.000, 0.001, 0.001, 0.000, 0.000, 0.000, 0.000, 0.000, 0.000, 0.004, 0.001, 0.000, 0.019, 0.000, 0.000, 0.000, -0.001, 0.006, 0.009, 0.013, 0.000, 0.000, 0.006, -0.001, 0.000, 0.000, 0.005, 0.002, 0.001, 0.000, 0.000, 0.000, 0.001, 0.000, 0.001, 0.000, 1.893, 0.000, 0.000, 0.000, 0.000, 0.012, 0.000, 0.000, 0.000, 0.001, 0.000]
}

# 3
{
  "formula": "C26H26IrN5O",
  "method": "wB97M-V/def2-TZVPD",
  "homo_ev": [-9.97, -10.17],
  "relative_energy_kcal_mol": 47.4,
  "multiplicity": 2,
  "charge": 1,
  "e_lumo_ev": [-4.33, -4.30],
  "s_squared": 0.8165,
  "e_tot_ha": -1459.42381,
  "symbols": ["H", "H", "H", "N", "C", "H", "O", "H", "H", "N", "C", "N", "C", "C", "C", "C", "H", "C", "C", "H", "C", "H", "C", "C", "H", "N", "Ir", "C", "C", "H", "C", "H", "C", "H", "H", "C", "C", "N", "H", "C", "C", "C", "C", "H", "H", "C", "H", "C", "H", "H", "C", "C", "H", "H", "H", "H", "C", "H", "H"],
  "positions_angstrom": [[-3.55874, -2.07573, -0.21884], [3.18886, -1.87123, -2.49307], [2.36024, -3.23277, -4.40156], [-2.53254, -0.07232, 1.42808], [4.33625, 1.68849, 1.42720], [-2.73694, -3.63121, 0.02756], [-1.47721, -2.11801, -0.39975], [-3.06437, -0.02740, -1.12374], [-3.59871, -1.42858, 4.30755], [1.92416, -0.56127, -0.89943], [-1.57936, 2.18872, 5.79785], [0.24457, 1.29121, 2.10187], [2.18723, 0.80182, 0.84591], [-4.45118, 1.08072, 2.26594], [-2.04910, 2.77616, 4.61650], [-3.56490, -0.72664, 3.48424], [-2.93801, -2.99617, -1.61277], [-2.75451, -2.72403, -0.57111], [1.57681, 1.42771, 1.96356], [-2.68836, -0.74575, -2.66976], [-2.25773, -0.21079, -1.82086], [-1.60003, 3.13843, 2.53749], [3.57364, 0.94205, 0.58622], [2.40985, 2.20852, 2.81634], [-5.33287, 0.03507, 5.40702], [-0.07879, -1.37050, -2.06509], [-0.54665, 0.01074, 0.64772], [-2.65496, -0.91711, 2.47124], [0.07729, 0.99764, 4.53006], [4.35934, 2.92304, 3.20297], [3.73996, 2.32337, 2.54832], [-0.13427, -3.30771, -4.81269], [-1.32975, 2.59511, 3.43621], [-1.89292, 0.75000, -2.18394], [-1.59911, -2.14667, -3.23506], [0.28948, -2.75851, -3.98580], [-3.49696, 0.85910, 1.30149], [1.33872, 0.04960, 0.07715], [-5.20545, 1.84033, 2.10486], [-4.36093, 0.42909, 3.50862], [-0.53032, -2.10375, -3.12406], [2.13626, -1.96209, -2.71262], [1.67245, -2.69789, -3.76108], [1.97261, 2.71970, 3.66018], [0.86926, 0.25917, 4.48309], [-5.55868, 0.46797, 4.43338], [-2.58389, 3.71732, 4.72781], [-1.12802, -0.91192, -1.09247], [4.00023, 0.45254, -0.27423], [-3.50126, 1.42036, 0.37711], [-0.51958, 1.29855, 5.74773], [-0.32637, 1.63739, 3.35793], [-2.00230, -1.78129, 2.45589], [-5.92351, 1.48325, 4.58702], [-0.15958, 0.81977, 6.64896], [5.39414, 1.80872, 1.24190], [1.25928, -1.27712, -1.83956], [-6.35281, -0.11618, 3.97181], [-2.08936, 2.37954, 6.73338]],
  "lowdin_spin": [0.000, 0.000, 0.000, 0.000, -0.024, 0.000, 0.077, 0.000, 0.000, 0.056, -0.003, -0.023, -0.023, 0.000, 0.000, 0.000, 0.003, 0.011, -0.012, 0.000, 0.000, 0.000, 0.014, -0.010, 0.000, 0.024, 0.794, 0.002, -0.002, 0.000, 0.000, 0.001, -0.003, 0.000, 0.000, 0.016, 0.002, 0.043, 0.000, 0.002, 0.004, 0.012, 0.005, 0.000, 0.000, 0.000, 0.000, 0.026, 0.002, 0.000, 0.000, -0.001, 0.000, 0.000, 0.000, -0.001, 0.007, 0.000, 0.000]
}

- What is the charge in the third record?
  +1